This record from the Open Molecules 2025 dataset describes a structure of composition C18H26AsAuN4OS3. The level of theory is the ωB97M-V functional and the def2-TZVPD basis.

Each line ends with the natural charge from an NBO analysis.
Atoms and positions in Å:
Au (0.44014, 0.68351, -1.34599)  1.088
N (-2.48322, 3.63180, -2.45309)  -0.734
C (-1.41673, 2.87972, -2.21516)  0.315
S (-1.75703, 1.23429, -1.63372)  -0.045
N (-0.22267, 3.37554, -2.42942)  -0.366
N (0.76365, 2.51772, -2.12893)  -0.257
C (1.99985, 2.82079, -2.29832)  0.081
C (3.00402, 1.84549, -1.88547)  0.150
C (4.36040, 2.09096, -1.96177)  -0.183
C (5.24745, 1.11751, -1.51964)  -0.101
C (4.75394, -0.06757, -1.00327)  -0.222
C (3.38399, -0.25647, -0.94556)  0.079
N (2.53318, 0.66917, -1.38683)  -0.515
H (-3.41860, 3.29147, -2.31105)  0.425
H (-2.35914, 4.55444, -2.84127)  0.438
H (2.25811, 3.78683, -2.71540)  0.255
H (4.71414, 3.03044, -2.36362)  0.258
H (6.31383, 1.28995, -1.57472)  0.259
H (5.41338, -0.84405, -0.64215)  0.260
H (2.95120, -1.15350, -0.52262)  0.231
C (2.46439, -0.06532, 2.89654)  -0.969
As (0.88125, 1.02268, 2.97368)  1.493
C (1.22243, 2.44023, 4.22421)  -0.959
C (-0.54868, -0.04548, 3.69388)  -0.967
S (0.37675, 1.93789, 1.13423)  -0.819
H (2.64891, -0.51250, 3.87253)  0.259
H (3.30232, 0.57376, 2.62476)  0.250
H (2.31324, -0.84046, 2.15202)  0.256
H (1.42353, 2.03078, 5.21323)  0.254
H (0.34530, 3.08202, 4.25862)  0.264
H (2.08206, 3.00680, 3.87467)  0.258
H (-0.52016, -0.00313, 4.78128)  0.260
H (-0.42293, -1.07596, 3.37034)  0.246
H (-1.48981, 0.35768, 3.32952)  0.262
C (-5.79091, -2.82230, -0.02189)  -0.646
C (-4.33688, -2.49883, -0.20093)  0.061
C (-3.45464, -2.53139, 0.87629)  -0.190
C (-2.11043, -2.23146, 0.71580)  -0.196
C (-1.65827, -1.89309, -0.54878)  -0.280
C (-2.51087, -1.84374, -1.64962)  -0.210
C (-3.84377, -2.15282, -1.46341)  -0.198
S (0.05208, -1.53006, -0.73110)  1.425
C (0.61576, -2.73718, -1.90780)  -0.820
O (0.74402, -1.73772, 0.54066)  -0.941
H (-5.98763, -3.24437, 0.96136)  0.235
H (-6.12395, -3.53610, -0.77554)  0.244
H (-6.39885, -1.92251, -0.13202)  0.244
H (-3.81988, -2.81226, 1.85588)  0.238
H (-1.42179, -2.28081, 1.54684)  0.246
H (-2.15099, -1.57449, -2.63620)  0.232
H (-4.51551, -2.13283, -2.31267)  0.239
H (0.38903, -3.69356, -1.43582)  0.281
H (1.68693, -2.60918, -2.05491)  0.260
H (0.07807, -2.62234, -2.84766)  0.269

Force components x, y, z for each atom (eV/Å):
-0.196 -0.325 -0.250
0.013 0.015 -0.070
0.085 -0.043 0.012
-0.098 0.084 -0.131
-0.193 0.010 -0.025
0.188 0.181 -0.066
0.016 0.013 0.052
-0.076 -0.126 0.028
0.016 0.003 -0.031
0.019 0.019 -0.004
0.033 -0.028 0.028
-0.052 0.073 0.000
0.181 0.093 -0.072
0.008 -0.006 0.014
0.005 0.014 0.035
0.026 0.007 0.028
-0.004 0.001 0.015
-0.003 0.000 -0.004
-0.005 0.009 -0.010
0.001 0.011 0.025
-0.023 0.060 0.085
0.033 0.169 0.018
0.013 -0.130 0.077
0.075 -0.035 0.017
0.056 0.024 0.043
-0.006 -0.004 0.004
0.003 0.000 -0.018
-0.011 -0.049 -0.026
0.004 -0.013 0.000
0.004 0.026 -0.012
-0.016 0.037 -0.018
0.011 -0.003 0.010
-0.016 -0.011 -0.043
-0.021 0.001 -0.002
0.022 -0.030 0.014
-0.043 0.009 0.021
0.031 -0.025 -0.002
-0.020 -0.009 0.045
0.006 0.058 -0.217
-0.047 -0.077 -0.029
0.049 0.006 -0.043
-0.201 0.003 0.743
-0.049 0.137 -0.097
0.144 -0.169 -0.118
0.005 0.010 -0.006
0.001 0.016 -0.002
0.012 0.001 -0.010
0.002 0.010 -0.008
0.002 0.013 0.005
-0.006 -0.010 0.019
0.000 0.000 0.016
0.054 -0.035 -0.062
-0.020 0.016 0.009
-0.012 0.002 0.014

- Highest occupied orbital energy: -0.5048 Ha
- Total charge: +2
- Orbital gap: 6.207 eV

=====

This record from the Open Molecules 2025 dataset describes a structure of composition C18H26CdN2O5SSi2. The level of theory is the ωB97M-V functional and the def2-TZVPD basis.

Each line ends with the natural charge from an NBO analysis.
Atoms and positions in Å:
Cd (-0.19111, 0.07969, -1.50068)  0.141
C (-1.31830, 3.31699, -1.04810)  -1.198
Si (-1.82245, 2.08314, 0.26199)  1.920
C (-2.63280, 3.17869, 1.59294)  -1.165
C (-3.34212, 0.99141, -0.12309)  -0.495
C (-4.43002, 1.81927, -0.45892)  -0.209
C (-5.71559, 1.32869, -0.60625)  -0.257
C (-5.94486, -0.02587, -0.39741)  -0.260
C (-4.87022, -0.85690, -0.12870)  -0.166
C (-3.54628, -0.39707, -0.02290)  -0.389
Si (-2.08253, -1.68190, 0.09960)  0.650
C (-2.31201, -2.26690, 1.93210)  -1.104
C (-2.87048, -3.20077, -0.80180)  -1.111
H (-1.70742, 4.29652, -0.75689)  0.215
H (-1.67890, 3.02091, -2.03261)  0.243
H (-0.22961, 3.37746, -1.09560)  0.277
H (-3.32681, 3.91530, 1.17643)  0.196
H (-1.84440, 3.71017, 2.12867)  0.250
H (-3.18900, 2.56133, 2.30342)  0.217
H (-4.27034, 2.88331, -0.60391)  0.195
H (-6.52973, 2.00068, -0.85819)  0.184
H (-6.95212, -0.42933, -0.44915)  0.181
H (-5.06347, -1.91722, -0.00315)  0.179
H (-3.33390, -2.61498, 2.14461)  0.180
H (-2.07823, -1.45261, 2.62408)  0.220
H (-1.62470, -3.09222, 2.15375)  0.198
H (-3.82259, -3.53980, -0.37197)  0.177
H (-2.17021, -4.04188, -0.73560)  0.206
H (-3.03237, -2.99376, -1.86458)  0.211
C (4.33205, 0.67792, 0.01427)  -0.712
C (3.24163, -0.36512, -0.08004)  0.707
O (2.91960, -0.87896, -1.13390)  -0.631
N (2.71948, -0.72574, 1.14064)  -0.662
C (1.53161, -1.57327, 1.24983)  -0.272
C (1.59188, -2.88806, 0.50611)  0.243
C (2.14209, -4.02433, 1.09829)  -0.255
C (2.09723, -5.23033, 0.41876)  -0.198
C (1.50128, -5.27134, -0.83094)  -0.285
C (0.96849, -4.08928, -1.33656)  0.045
N (0.99234, -2.94170, -0.68064)  -0.378
H (3.96352, 1.55553, 0.54405)  0.251
H (4.62282, 0.96235, -0.99381)  0.219
H (5.18913, 0.26611, 0.55175)  0.200
H (2.63030, 0.07291, 1.76633)  0.435
H (0.61256, -1.06447, 0.93567)  0.241
H (1.44197, -1.78943, 2.31627)  0.199
H (2.60653, -3.94329, 2.07348)  0.204
H (2.51688, -6.12700, 0.86167)  0.193
H (1.44145, -6.18776, -1.40484)  0.197
H (0.48422, -4.07196, -2.30875)  0.187
O (0.53903, 3.55742, 1.72908)  -1.021
S (0.84817, 2.16034, 1.48099)  2.588
O (1.55109, 1.92962, 0.22772)  -1.040
O (-0.59862, 1.42652, 1.29275)  -1.101
O (1.44113, 1.45742, 2.61005)  -1.036

Force components x, y, z for each atom (eV/Å):
-0.056 -0.353 -0.515
0.311 -0.167 -0.192
-0.390 0.330 1.653
-0.065 0.136 0.021
0.254 0.034 -0.377
0.073 -0.051 0.029
-0.028 -0.015 0.011
0.002 0.047 0.004
0.066 0.021 -0.032
-0.139 -0.151 0.077
0.047 0.374 0.216
-0.021 -0.042 0.041
0.008 -0.101 -0.030
-0.043 0.012 -0.042
-0.021 0.044 -0.012
-0.031 -0.023 -0.021
-0.024 -0.014 0.013
0.008 0.011 -0.022
0.023 -0.012 0.016
0.004 0.022 0.041
-0.004 -0.010 -0.014
0.003 -0.005 -0.046
-0.002 -0.011 -0.007
0.003 0.006 -0.007
0.008 0.010 -0.001
-0.001 -0.004 0.004
0.007 -0.024 0.004
0.010 0.010 -0.014
0.000 0.004 -0.005
0.001 0.080 -0.006
-0.207 -0.137 0.179
0.277 -0.113 0.004
0.098 0.029 -0.235
0.071 -0.002 -0.053
-0.109 -0.018 0.194
0.104 0.127 -0.106
0.045 -0.057 0.037
-0.023 0.108 -0.090
0.021 -0.204 0.125
0.054 0.084 -0.172
-0.019 -0.012 0.013
0.015 -0.001 0.000
0.019 0.008 -0.019
0.049 -0.058 0.135
0.050 0.040 -0.047
-0.142 -0.001 -0.008
-0.024 -0.024 0.020
0.000 0.003 -0.004
0.005 -0.015 0.018
-0.023 0.003 0.011
0.108 -0.074 0.088
-0.620 -0.059 -0.249
0.045 0.072 0.133
0.194 0.179 -0.824
0.011 -0.037 0.064

- Highest occupied orbital energy: 0.0303 Ha
- Total charge: -2
- Orbital gap: 3.924 eV